# 1
{"formula": "C14H38AlBr2CaCl2ILiNaO9P", "method": "ωB97M-V/def2-TZVPD", "homo_lumo_gap_ev": 1.90, "total_charge": 1, "energy_ha": -9029.7029, "elements": ["C", "C", "O", "C", "C", "C", "C", "C", "Al", "I", "C", "Br", "C", "C", "Br", "P", "O", "O", "H", "H", "H", "H", "H", "H", "H", "H", "H", "H", "H", "H", "H", "H", "H", "H", "H", "H", "H", "H", "Ca", "O", "H", "Cl", "O", "H", "H", "H", "Cl", "Na", "C", "O", "C", "C", "O", "C", "H", "H", "H", "H", "H", "H", "H", "H", "H", "H", "O", "H", "H", "Li", "O", "H", "H"], "coordinates": [[1.119, 1.577, -1.269], [0.452, 1.821, -2.769], [-0.193, 0.564, -3.197], [-1.647, 0.585, -2.968], [-2.479, -0.553, -3.817], [-2.362, -2.079, -3.199], [-0.799, -2.649, -3.200], [-0.240, -2.516, -1.666], [1.731, -3.080, -1.417], [1.766, -5.712, -1.592], [2.264, -2.535, 0.482], [0.820, -2.699, 1.905], [3.587, -2.038, 0.944], [4.803, -1.828, -0.133], [3.880, -1.622, 2.887], [3.042, -2.215, -3.119], [3.357, -0.510, -2.950], [2.274, -2.534, -4.680], [0.745, 2.368, -0.487], [0.907, 0.473, -0.885], [2.298, 1.679, -1.311], [1.373, 1.994, -3.502], [-0.235, 2.768, -2.833], [-2.030, 1.638, -3.371], [-1.865, 0.553, -1.813], [-3.624, -0.232, -3.754], [-2.194, -0.515, -4.951], [-3.059, -2.756, -3.887], [-2.809, -2.129, -2.094], [-0.222, -2.004, -3.992], [-0.842, -3.804, -3.473], [-0.886, -3.218, -0.967], [-0.402, -1.409, -1.277], [5.800, -1.664, 0.497], [4.913, -2.678, -0.931], [4.603, -0.784, -0.674], [2.489, -0.052, -3.153], [2.272, -1.605, -5.108], [0.388, 4.232, -2.087], [-2.594, -3.879, 1.449], [-1.758, -3.467, 1.572], [-0.687, 4.179, 1.393], [-5.221, -0.317, -5.563], [-5.771, -0.252, -6.385], [-4.509, -1.001, -5.658], [-5.781, -0.485, -4.764], [3.695, -3.859, 2.197], [-4.177, 0.762, -6.976], [0.986, 2.176, 7.461], [-0.280, 2.811, 7.614], [-0.254, 4.180, 7.203], [-0.850, 4.354, 5.801], [-0.041, 3.717, 4.809], [-0.564, 2.453, 4.414], [0.838, 1.094, 7.528], [1.445, 2.403, 6.496], [1.653, 2.491, 8.269], [0.765, 4.583, 7.252], [-0.869, 4.738, 7.917], [-0.868, 5.422, 5.560], [-1.881, 3.983, 5.762], [-1.412, 2.604, 3.737], [-0.881, 1.852, 5.271], [0.219, 1.909, 3.879], [-2.834, -5.208, -3.954], [-3.562, -5.697, -3.541], [-2.072, -5.798, -3.856], [0.740, 5.894, 5.733], [2.189, 1.396, 3.140], [2.226, 0.468, 2.864], [3.119, 1.661, 3.192]]}

---

# 2
{"formula": "C3H6N4O", "method": "ωB97M-V/def2-TZVPD", "homo_lumo_gap_ev": 9.78, "total_charge": 0, "energy_ha": -412.0212, "smiles": "[H]/N=c1/cnon1NC", "de_lowest_kj_mol": 492.8, "elements": ["H", "N", "C", "C", "N", "O", "N", "N", "C", "H", "H", "H", "H", "H"], "coordinates": [[0.134, 2.028, -0.237], [-0.858, 1.919, -0.033], [-1.129, 0.686, -0.057], [-2.476, 0.008, 0.042], [-2.329, -1.280, -0.003], [-1.007, -1.648, -0.072], [-0.245, -0.362, -0.238], [0.870, -0.465, 0.484], [2.169, -0.426, -0.207], [-3.409, 0.579, 0.099], [0.928, 0.146, 1.297], [2.429, 0.615, -0.326], [2.913, -0.918, 0.423], [2.010, -0.882, -1.171]]}

---

# 3
{"formula": "C35H60AsF8O33", "method": "ωB97M-V/def2-TZVPD", "homo_lumo_gap_ev": 10.25, "total_charge": -1, "energy_ha": -6887.4893, "elements": ["As", "F", "F", "F", "F", "F", "F", "C", "C", "O", "C", "O", "O", "F", "H", "H", "H", "C", "C", "O", "C", "O", "O", "F", "H", "H", "H", "C", "O", "C", "O", "O", "C", "H", "H", "H", "H", "H", "H", "C", "O", "C", "O", "O", "C", "H", "H", "H", "H", "H", "H", "C", "O", "C", "O", "O", "C", "H", "H", "H", "H", "H", "H", "C", "O", "C", "O", "O", "C", "H", "H", "H", "H", "H", "H", "C", "O", "C", "O", "O", "C", "H", "H", "H", "H", "H", "H", "C", "O", "C", "O", "O", "C", "H", "H", "H", "H", "H", "H", "C", "O", "C", "O", "O", "C", "H", "H", "H", "H", "H", "H", "C", "C", "C", "O", "C", "O", "O", "H", "H", "H", "H", "H", "H", "C", "C", "C", "O", "C", "O", "O", "H", "H", "H", "H", "H", "H"], "coordinates": [[0.070, -0.746, -0.700], [0.526, 0.875, -0.024], [1.358, -1.472, 0.288], [-0.357, -2.406, -1.251], [-1.361, -0.113, -1.655], [1.110, -0.474, -2.143], [-1.175, -1.031, 0.622], [-0.258, -5.941, -1.566], [0.308, -6.207, -2.910], [-0.786, -6.212, -3.802], [-1.884, -6.113, -3.175], [-3.015, -6.116, -3.701], [-1.617, -6.073, -1.866], [0.956, -7.363, -2.938], [-0.106, -4.908, -1.254], [0.129, -6.669, -0.853], [0.978, -5.364, -3.080], [3.609, 0.641, -2.434], [4.360, 0.001, -1.245], [5.005, 1.103, -0.685], [5.137, 2.066, -1.536], [5.609, 3.185, -1.316], [4.508, 1.696, -2.729], [5.250, -0.877, -1.820], [2.638, 0.964, -2.057], [3.542, 0.022, -3.328], [3.795, -0.630, -0.560], [-4.113, 1.134, -0.723], [-4.941, 2.237, -0.298], [-5.014, 3.400, -0.940], [-4.365, 3.796, -1.919], [-5.953, 4.093, -0.255], [-6.178, 5.463, -0.543], [-4.091, 1.063, -1.811], [-4.528, 0.203, -0.337], [-3.117, 1.377, -0.354], [-6.028, 5.484, -1.622], [-5.356, 6.090, -0.199], [-7.221, 5.701, -0.333], [-2.896, -3.351, 0.092], [-4.073, -4.096, -0.045], [-5.033, -3.743, -1.018], [-4.920, -2.844, -1.864], [-6.151, -4.451, -0.730], [-7.307, -3.906, -1.312], [-3.117, -2.296, -0.066], [-2.181, -3.670, -0.666], [-2.499, -3.551, 1.087], [-8.139, -4.423, -0.834], [-7.335, -3.994, -2.398], [-7.538, -2.869, -1.069], [2.152, 7.028, -3.382], [1.437, 5.999, -2.707], [1.046, 4.813, -3.317], [1.255, 4.579, -4.548], [0.456, 4.006, -2.479], [0.138, 2.634, -2.843], [2.247, 7.925, -2.771], [1.698, 7.121, -4.369], [3.185, 6.699, -3.501], [0.996, 1.963, -2.891], [-0.376, 2.649, -3.804], [-0.555, 2.228, -2.106], [2.081, 3.547, 0.603], [3.089, 4.219, -0.111], [3.162, 5.594, -0.108], [2.579, 6.345, 0.667], [4.050, 5.877, -1.049], [4.604, 7.166, -1.088], [1.099, 3.803, 0.203], [2.134, 3.836, 1.652], [2.127, 2.462, 0.509], [5.417, 7.324, -1.797], [4.908, 7.439, -0.078], [3.819, 7.896, -1.286], [3.233, 0.050, 2.272], [2.682, 1.091, 3.092], [3.486, 1.582, 3.974], [4.681, 1.280, 4.155], [2.851, 2.567, 4.576], [3.468, 3.370, 5.594], [4.277, 0.282, 2.061], [2.831, 0.048, 1.259], [3.150, -0.826, 2.915], [4.474, 3.622, 5.259], [3.570, 2.880, 6.562], [2.921, 4.313, 5.595], [2.055, -0.163, 6.633], [1.017, -0.174, 5.666], [0.637, -1.327, 5.067], [1.172, -2.402, 5.194], [-0.381, -0.969, 4.277], [-1.008, -1.947, 3.485], [2.021, -1.016, 7.311], [2.140, 0.707, 7.284], [2.984, -0.322, 6.086], [-0.909, -2.945, 3.912], [-0.492, -1.894, 2.526], [-2.071, -1.710, 3.455], [1.879, -3.613, 2.418], [2.859, -4.620, 2.075], [2.490, -5.728, 1.491], [1.309, -6.030, 1.344], [3.581, -6.429, 1.190], [3.510, -7.764, 0.721], [1.158, -3.357, 1.641], [2.346, -2.749, 2.891], [1.306, -3.929, 3.290], [2.722, -8.066, 0.030], [3.315, -8.402, 1.583], [4.472, -8.074, 0.312], [-1.363, -0.918, -4.718], [-1.806, -2.413, -4.659], [-3.226, -2.534, -5.104], [-3.203, -3.599, -6.002], [-1.939, -4.010, -6.172], [-1.586, -4.935, -6.946], [-1.098, -3.102, -5.576], [-0.323, -0.923, -4.391], [-1.835, -0.232, -4.015], [-1.440, -0.499, -5.721], [-1.594, -2.863, -3.689], [-3.633, -1.576, -5.429], [-3.831, -2.791, -4.234], [-2.950, 1.478, 2.994], [-1.839, 1.973, 3.938], [-0.491, 2.298, 3.229], [-0.260, 3.662, 3.530], [-1.232, 4.162, 4.279], [-1.325, 5.307, 4.729], [-2.226, 3.248, 4.428], [-3.101, 2.159, 2.156], [-3.891, 1.324, 3.521], [-2.699, 0.532, 2.516], [-1.596, 1.349, 4.798], [-0.482, 2.108, 2.156], [0.247, 1.625, 3.665]]}